An isolated molecule of C4H8O2 in a non-equilibrium geometry. Source: OMol25; level of theory: wB97M-V/def2-TZVPD.

As for the energy above the lowest of the compared OMol25 structures with the same formula, charge and spin: 1.884 eV. The HOMO energy is -9.8 eV. The total energy comes out at -307.64321 a.u. Its frontier orbital gap is 10.48 eV. As for the structure (SMILES): C[C@H](C=O)CO.

Structure (ORCA input):
```
! RIJCOSX wB97M-V def2-TZVPD def2/J DEFGRID3
* xyz 0 1
C -1.0840 -0.9565 0.5479
C -0.2045 0.1714 0.0057
C 1.2324 -0.1361 -0.4074
O 2.0377 0.5287 0.6141
C -0.9488 1.1347 -0.8820
O -2.1471 1.2947 -0.8731
H -1.9698 -0.5232 1.0192
H -0.5387 -1.5359 1.2998
H -1.4463 -1.6594 -0.2160
H 0.2674 0.8064 0.8256
H 1.4774 -1.2026 -0.4550
H 1.5198 0.3476 -1.3483
H 2.1047 -0.0381 1.3971
H -0.3002 1.7684 -1.5274
*
```